The following is a DFT calculation (ωB97M-V/def2-TZVPD) of an isolated ion of composition C4H7N2 and charge +1 at a distorted geometry.

* net charge: +1
* frontier orbital gap (spin up / spin down): 0.3093 / 0.3822 Eh
* 2S+1: 3
* highest occupied orbital energy (spin up / spin down): -12.13 / -15.80 eV
* lowest unoccupied orbital energy (spin up / spin down): -3.7 / -5.4 eV
* E: -265.63527 Eh
* strongest force on any atom: 0.114 hartree/bohr
* ΔE to the lowest compared entry with this formula, charge and spin: 234.3 kJ/mol

Last column: Löwdin charge in e.
Cartesian coordinates (Å):
N 1.6022 -0.3174 -0.6470  0.099
N -0.1092 -0.0497 1.2640  0.118
C 0.3512 -0.4845 -1.0903  -0.125
C 0.7601 -0.9990 0.2765  -0.101
C -1.1632 0.4420 0.2745  -0.010
C -0.6754 0.6642 -1.1216  -0.106
H -2.2799 0.1220 0.4424  0.165
H -0.0379 1.5728 -1.3638  0.144
H -1.5564 0.5160 -1.7827  0.130
H 2.1572 0.5062 -0.6197  0.140
H 0.4051 0.6706 1.6840  0.135
H 1.1918 -1.9182 0.6610  0.153
H -0.6457 -0.7249 2.0228  0.257

The following is a DFT calculation (ωB97M-V/def2-TZVPD) of a 10-piece molecular cluster, H20O10 overall at a distorted geometry.

* net charge: 0
* frontier orbital gap: 0.3620 Eh
* highest occupied orbital energy: -9.82 eV
* lowest unoccupied orbital energy: 0.0 eV
* E: -764.28343 Eh
* strongest force on any atom: 0.074 hartree/bohr
* ΔE to the lowest compared entry with this formula, charge and spin: 521.1 kJ/mol

Last column: Löwdin charge in e.
Cartesian coordinates (Å):
O -0.3577 -1.0627 1.0147  -0.074
O 2.7561 2.4557 -1.4277  -0.045
O 0.2183 2.6160 -0.6512  -0.096
O -2.6355 -1.3191 1.0608  -0.090
O 0.1974 -3.6243 -2.7828  -0.060
O -1.5464 3.4423 2.1335  -0.059
O 0.2544 1.8339 -3.0743  -0.086
O -3.0029 -2.0865 -2.5450  -0.058
O 1.8509 -2.9419 2.6673  -0.087
O 2.4702 0.4067 2.8287  -0.076
H 2.4799 1.5171 -1.3621  0.066
H -0.1341 -0.6483 1.8528  0.015
H -1.1147 2.5244 2.2442  0.079
H -1.1665 3.9073 2.8332  -0.011
H -0.6590 1.4516 -3.1657  0.065
H 1.9985 -2.8400 3.5884  -0.001
H -2.5979 -1.7466 1.9692  0.080
H -3.2267 -0.5840 0.9774  0.018
H 2.2625 0.2693 1.8288  0.084
H 0.4194 -3.9338 -1.8715  0.057
H -3.2494 -1.6800 -3.3857  0.033
H 0.0183 -0.4463 0.3583  0.046
H 0.1882 2.7634 -3.2786  0.025
H -0.5599 -4.1033 -3.0425  -0.003
H -3.3570 -1.4794 -1.8859  0.023
H 0.0640 3.4722 -0.1144  0.085
H 2.0310 -3.9166 2.3854  0.093
H 1.6798 0.7178 3.2304  -0.006
H 3.5766 2.5461 -1.8667  0.032
H 1.1419 2.4890 -0.5191  -0.047

The following is a DFT calculation (ωB97M-V/def2-TZVPD) of an isolated molecule of C6H8N4O at a distorted geometry.

* net charge: 0
* frontier orbital gap: 0.3631 Eh
* highest occupied orbital energy: -9.05 eV
* lowest unoccupied orbital energy: 0.8 eV
* E: -527.65635 Eh
* strongest force on any atom: 0.086 hartree/bohr
* ΔE to the lowest compared entry with this formula, charge and spin: 110.6 kJ/mol

Last column: Löwdin charge in e.
Cartesian coordinates (Å):
O 2.0215 1.4352 -1.3244  0.125
N -0.8922 2.3495 2.3069  0.110
N -1.7287 1.2796 2.5763  -0.102
N -1.5202 0.2130 1.8476  0.099
N 0.8801 2.3064 0.4643  0.192
C -0.7012 -0.3053 -1.3685  -0.007
C -0.1179 1.8871 1.2927  -0.259
C 0.2225 0.1163 -0.2181  -0.376
C -0.5512 0.5673 0.9741  -0.194
C 1.0844 -1.1912 0.1434  -0.014
C 1.1888 1.3280 -0.4841  -0.390
H -0.6801 -1.4009 -1.3497  0.080
H 1.5335 2.9511 0.6887  0.117
H -1.6667 0.0396 -1.1021  0.068
H 1.6282 -1.5479 -0.8050  0.110
H -2.3057 1.1668 3.4407  0.172
H 1.9130 -0.9234 0.8296  0.090
H 0.3379 -1.9208 0.4153  0.072
H -0.2675 0.1304 -2.2962  0.105

The following is a DFT calculation (ωB97M-V/def2-TZVPD) of a 3-piece molecular cluster, C17H23ClF2N4O5Si overall at a distorted geometry.

* net charge: 0
* frontier orbital gap: 0.2630 Eh
* highest occupied orbital energy: -8.74 eV
* lowest unoccupied orbital energy: -1.6 eV
* E: -2206.12108 Eh
* strongest force on any atom: 0.108 hartree/bohr
* ΔE to the lowest compared entry with this formula, charge and spin: 623.0 kJ/mol

Last column: Löwdin charge in e.
Cartesian coordinates (Å):
Cl -0.2487 3.5282 2.1780  0.679
Si 0.9800 -1.2712 0.1005  0.542
F 0.1153 3.7556 -1.1465  -0.025
F -0.5687 1.9265 -2.3511  0.049
O 4.1783 7.4904 -1.4098  0.018
O -3.8010 1.6752 0.7344  0.090
O -3.3257 1.2351 -1.5465  0.122
O 0.7555 -4.2872 2.3434  0.007
O -3.4630 2.6543 2.9343  0.112
N -0.0013 -6.0537 1.1516  0.158
N 2.3700 7.3749 -2.7643  0.146
N 2.6037 5.9121 -1.0267  0.153
N 1.1236 -6.3835 3.1112  0.151
C -1.5280 2.2774 -0.0554  0.018
C 1.4762 -1.0150 1.9288  -0.199
C -2.8892 -1.8878 -2.0614  -0.060
C 3.1206 6.9607 -1.7134  -0.706
C -1.9333 -1.8003 1.0080  -0.066
C -1.3886 -1.6441 -1.6521  -0.077
C 0.6340 -5.4961 2.2109  -0.694
C -0.2543 2.3480 -1.0331  -0.315
C -3.4361 -2.0270 0.6286  -0.071
C 0.9992 1.6154 -0.3614  -0.143
C -3.0939 2.3586 1.7835  -0.316
C -1.6222 2.7286 1.2955  -0.389
C -3.9059 -2.0691 -0.8737  -0.071
C 1.8801 -2.8064 -0.6660  -0.195
C -0.9127 -1.5918 -0.1544  -0.224
C 1.4201 0.2163 -1.0285  -0.246
C -2.9563 1.6646 -0.4382  -0.269
H 2.9977 -2.5981 -0.8377  0.044
H 1.6913 -3.7494 -0.0527  0.018
H 1.7359 5.4628 -1.2601  0.069
H -3.1959 -1.9148 -3.1614  0.090
H -0.1121 -7.0430 1.0234  0.097
H -0.6336 -1.4939 -2.4956  0.080
H 1.8710 2.3478 -0.2984  0.126
H 1.6027 -6.0068 3.9129  0.108
H 3.1320 5.5750 -0.2387  0.105
H 0.6894 1.3788 0.7296  0.073
H -4.9998 -2.2261 -1.1691  0.084
H 1.0338 0.0405 -2.0871  0.077
H -1.6062 -1.7515 2.1089  0.092
H 1.4986 6.9531 -3.0299  0.094
H 2.7203 8.1521 -3.3001  0.106
H -0.3797 -5.4254 0.4602  0.107
H 1.9422 -1.9462 2.4233  0.044
H 2.2902 -0.1887 1.9435  0.048
H 1.4211 -2.9852 -1.7113  0.039
H 1.0342 -7.3791 3.0205  0.095
H -4.2589 -2.1780 1.4212  0.088
H 0.6205 -0.6402 2.5885  0.037
H 2.5775 0.2277 -1.1158  0.096

The following is a DFT calculation (ωB97M-V/def2-TZVPD) of an isolated molecule of C6H10N2O.

* net charge: 0
* frontier orbital gap: 0.3522 Eh
* highest occupied orbital energy: -8.73 eV
* lowest unoccupied orbital energy: 0.9 eV
* E: -419.31237 Eh
* strongest force on any atom: 0.018 hartree/bohr
* ΔE to the lowest compared entry with this formula, charge and spin: 194.6 kJ/mol

Last column: Löwdin charge in e.
Cartesian coordinates (Å):
O -2.2378 -1.1515 0.6252  0.041
N -1.8466 0.5915 -0.9352  0.053
N 0.6302 0.2379 1.1788  0.097
C 2.3392 0.6326 -0.4428  0.042
C -1.0228 1.5015 -0.1653  -0.188
C -0.4003 0.9546 1.0970  -0.162
C -2.3225 -0.4941 -0.5407  -0.301
C 1.4463 -0.1656 0.1341  -0.436
C 1.3518 -1.6363 -0.1658  -0.033
H 3.0404 0.2452 -1.1608  0.058
H -1.6539 2.3694 0.0589  0.117
H -0.9101 1.1742 2.0361  0.117
H 2.4230 1.6743 -0.1846  0.059
H -2.9293 -1.0516 -1.2461  0.124
H -1.6712 -0.6892 1.2662  0.074
H 2.0144 -2.1951 0.4940  0.084
H 0.3372 -1.9963 -0.0075  0.065
H 1.6378 -1.8230 -1.1969  0.081
H -0.2259 1.8216 -0.8448  0.108